A molecular structure, C3H3NS2 at a distorted geometry, computed with the ωB97M-V functional and the def2-TZVPD basis.

Atoms and positions in Å:
C: -0.742 1.276 0.330
C: 0.162 0.259 0.262
C: 1.240 -0.171 -0.655
N: -1.563 2.035 -0.059
S: -1.320 -1.912 0.120
S: 1.791 0.430 1.059
H: 1.374 0.545 -1.593
H: 1.600 -1.236 -0.564
H: -2.542 -1.225 1.099

## Properties
HOMO energy (alpha / beta)   -9.68 / -9.37 eV
Relative energy (zero: lowest compared OMol25 entry of this formula, charge and spin)   4.673 eV
Gap between HOMO and LUMO (alpha / beta)   7.65 / 7.24 eV
F_max   5.49 eV/A
Charge   0

Mulliken population analysis, charges in e, atoms 1 to 4: 0.290 0.062 -0.429 -0.372

2 unconnected molecules or ions with the total composition C3H3NS2 at a distorted geometry, computed with the ωB97M-V functional and the def2-TZVPD basis.

Atoms and positions in Å:
C: 1.118 -1.936 -0.016
C: 0.333 0.506 -0.003
C: -1.132 0.472 0.009
N: 1.290 -3.066 -0.040
S: 1.456 1.316 -1.046
S: 1.459 1.298 1.056
H: -1.493 0.046 0.946
H: -1.510 -0.128 -0.816
H: -1.521 1.492 -0.090

## Properties
HOMO energy (alpha / beta)   -9.90 / -9.90 eV
Relative energy (zero: lowest compared OMol25 entry of this formula, charge and spin)   3.644 eV
Gap between HOMO and LUMO (alpha / beta)   7.90 / 7.89 eV
F_max   3.99 eV/A
Charge   0

Mulliken population analysis, charges in e, atoms 1 to 4: -0.093 0.458 -0.858 -0.380

A molecular structure, C3H3NS2 at a distorted geometry, computed with the ωB97M-V functional and the def2-TZVPD basis.

Atoms and positions in Å:
C: 0.606 0.653 -0.013
C: -0.705 0.475 0.068
C: 0.174 -1.909 0.012
N: 1.401 -0.424 -0.155
S: 2.947 -0.401 0.031
S: -1.313 -1.135 -0.067
H: 0.915 1.604 -0.185
H: -1.354 1.254 0.054
H: 0.263 -2.797 -0.576

## Properties
HOMO energy (alpha / beta)   -7.85 / -7.64 eV
Relative energy (zero: lowest compared OMol25 entry of this formula, charge and spin)   3.859 eV
Gap between HOMO and LUMO (alpha / beta)   7.22 / 6.79 eV
F_max   4.49 eV/A
Charge   0

Mulliken population analysis, charges in e, atoms 1 to 4: -0.159 -0.401 -0.264 -0.116

2 unconnected molecules or ions with the total composition C3H3NS3 at a distorted geometry, computed with the ωB97M-V functional and the def2-TZVPD basis.

Atoms and positions in Å:
C: -0.961 0.099 0.058
C: -1.399 1.328 0.321
C: 0.935 1.149 -0.104
N: 0.380 -0.016 -0.179
S: -0.142 2.492 0.022
S: 4.114 -0.717 0.463
S: 3.791 1.065 -0.360
H: -1.617 -0.717 0.256
H: -2.465 1.447 0.369
H: 3.124 -1.265 -0.291

## Properties
HOMO energy (alpha / beta)   -8.76 / -8.87 eV
Relative energy (zero: lowest compared OMol25 entry of this formula, charge and spin)   3.570 eV
Gap between HOMO and LUMO (alpha / beta)   7.08 / 7.58 eV
F_max   2.19 eV/A
Charge   0

Mulliken population analysis, charges in e, atoms 1 to 4: -0.368 -0.226 0.288 -0.360

A molecular structure, C3H3NaO2 at a distorted geometry, computed with the ωB97M-V functional and the def2-TZVPD basis.

Atoms and positions in Å:
C: -0.368 1.843 -3.681
C: 0.039 1.649 -2.357
H: -1.155 1.189 -4.094
H: -0.896 2.787 -3.314
H: 0.380 2.174 -4.422
O: 1.171 -1.908 3.879
C: 1.314 -1.108 3.063
O: 1.318 -0.361 2.170
Na: 1.051 1.136 0.113

## Properties
HOMO energy (alpha / beta)   -12.48 / -15.31 eV
Multiplicity   2
Relative energy (zero: lowest compared OMol25 entry of this formula, charge and spin)   1.501 eV
Gap between HOMO and LUMO (alpha / beta)   8.08 / 11.25 eV
F_max   1.57 eV/A
Charge   +1

Mulliken population analysis, charges in e, atoms 1 to 4: -0.264 -0.543 0.308 0.226

A molecular structure, C3H3NaO2 at a distorted geometry, computed with the ωB97M-V functional and the def2-TZVPD basis.

Atoms and positions in Å:
C: -0.606 -0.417 -0.387
C: -1.682 0.353 -0.168
H: -2.676 -0.094 -0.083
H: -0.609 -1.451 -0.742
H: -1.588 1.423 0.030
O: 1.897 0.005 0.549
C: 1.102 0.227 -0.331
O: 1.143 0.882 -1.364
Na: 3.019 -0.928 2.495

## Properties
HOMO energy (alpha / beta)   -14.22 / -14.51 eV
Multiplicity   2
Relative energy (zero: lowest compared OMol25 entry of this formula, charge and spin)   0.655 eV
Gap between HOMO and LUMO (alpha / beta)   9.57 / 7.93 eV
F_max   1.52 eV/A
Charge   +1

Mulliken population analysis, charges in e, atoms 1 to 4: -0.162 -0.457 0.278 0.338

A molecular structure, C3H3NaO3 at a distorted geometry, computed with the ωB97M-V functional and the def2-TZVPD basis.

Atoms and positions in Å:
H: -0.533 0.848 -3.168
O: -1.228 0.762 -0.969
C: -0.167 0.267 -1.346
O: 0.147 0.350 -2.702
O: 0.725 -0.340 -0.704
Na: 2.117 -0.828 -2.409
H: 0.211 -0.386 1.230
C: -0.406 -0.224 3.410
C: -0.095 -0.502 2.273
H: -0.770 0.053 4.384

## Properties
HOMO energy   -9.21 eV
Relative energy (zero: lowest compared OMol25 entry of this formula, charge and spin)   0.972 eV
Gap between HOMO and LUMO   7.97 eV
F_max   2.19 eV/A
Charge   0

Mulliken population analysis, charges in e, atoms 1 to 4: 0.324 -0.626 0.805 -0.599

2 unconnected molecules or ions with the total composition C3H3O2 at a distorted geometry, computed with the ωB97M-V functional and the def2-TZVPD basis.

Atoms and positions in Å:
C: 0.246 0.247 -0.020
C: 0.547 1.570 0.020
C: -3.550 0.468 -0.014
O: 0.971 2.588 -0.015
O: -4.669 0.437 -0.010
H: -0.831 0.189 -0.115
H: 0.585 -0.186 0.871
H: 0.963 -0.342 -0.622

## Properties
HOMO energy   -17.07 eV
Relative energy (zero: lowest compared OMol25 entry of this formula, charge and spin)   0.421 eV
Gap between HOMO and LUMO   11.22 eV
F_max   2.41 eV/A
Charge   +1

Mulliken population analysis, charges in e, atoms 1 to 4: -0.503 0.603 0.038 0.044

A molecular structure, C3H3O2Yb at a distorted geometry, computed with the ωB97M-V functional and the def2-TZVPD basis.

Atoms and positions in Å:
C: 1.125 -0.689 0.939
C: 0.623 -0.418 -0.290
H: 0.473 -0.927 1.782
H: 1.242 -0.364 -1.190
H: 2.203 -0.791 1.071
O: -1.191 -1.131 -0.647
C: -0.853 0.059 -0.572
O: -1.438 1.075 -0.194
Yb: -2.186 3.186 -0.899

## Properties
HOMO energy (alpha / beta)   -17.47 / -18.73 eV
Multiplicity   2
Relative energy (zero: lowest compared OMol25 entry of this formula, charge and spin)   1.328 eV
Gap between HOMO and LUMO (alpha / beta)   7.10 / 8.35 eV
F_max   5.32 eV/A
Charge   +2

Mulliken population analysis, charges in e, atoms 1 to 4: -0.583 0.044 0.306 0.380

A molecular structure, C3H3O2Zn at a distorted geometry, computed with the ωB97M-V functional and the def2-TZVPD basis.

Atoms and positions in Å:
C: -2.261 -1.029 0.303
C: -0.972 -0.857 -0.340
H: -2.820 -0.079 0.172
H: -1.478 -0.593 -1.315
H: -0.339 -1.744 -0.480
O: -0.738 1.077 0.977
C: -0.200 0.385 0.124
Zn: 2.127 0.669 -1.506
O: 1.028 0.483 -0.241

## Properties
HOMO energy (alpha / beta)   -12.18 / -12.24 eV
Relative energy (zero: lowest compared OMol25 entry of this formula, charge and spin)   4.846 eV
Gap between HOMO and LUMO (alpha / beta)   2.90 / 2.97 eV
F_max   5.84 eV/A
Charge   +1

Mulliken population analysis, charges in e, atoms 1 to 4: -0.422 -0.306 0.201 0.270

2 unconnected molecules or ions with the total composition C3H3O3 at a distorted geometry, computed with the ωB97M-V functional and the def2-TZVPD basis.

Atoms and positions in Å:
C: 2.516 1.453 0.367
C: 1.345 0.942 0.183
C: -0.920 0.753 0.060
O: 3.646 1.608 0.559
O: -1.033 -0.463 -0.264
O: 0.125 1.474 0.263
H: 1.247 -0.740 0.507
H: -1.981 1.278 0.192
H: -0.226 -0.916 -0.705

## Properties
HOMO energy   -14.70 eV
Relative energy (zero: lowest compared OMol25 entry of this formula, charge and spin)   4.215 eV
Gap between HOMO and LUMO   8.30 eV
F_max   6.36 eV/A
Charge   +1

Mulliken population analysis, charges in e, atoms 1 to 4: 0.488 -0.406 0.557 -0.221

A molecular structure, C3H3O3P at a distorted geometry, computed with the ωB97M-V functional and the def2-TZVPD basis.

Atoms and positions in Å:
C: -0.424 1.247 -0.041
C: -1.243 -1.539 0.004
C: 0.059 -0.423 0.113
O: -2.904 0.366 1.196
O: -3.004 0.604 -1.330
O: -1.165 -2.702 0.368
P: -2.148 0.387 -0.079
H: -0.323 1.773 -1.151
H: 0.950 -0.574 -0.517
H: 0.630 -0.451 1.153

## Properties
HOMO energy   1.41 eV
Relative energy (zero: lowest compared OMol25 entry of this formula, charge and spin)   2.535 eV
Gap between HOMO and LUMO   5.53 eV
F_max   3.64 eV/A
Charge   -2

Mulliken population analysis, charges in e, atoms 1 to 4: -0.689 0.075 -0.573 -0.751